1.
Molecular formula: C23H29N3O5S
Method: DFT, wB97M-V/def2-TZVPD

Each line ends with the natural charge from an NBO analysis.
Geometry (Å):
S1 0.7199 -2.0375 4.8198  2.3144
O1 -0.0002 2.4508 -2.6863  -0.5902
O2 0.8992 -2.7850 -2.0199  -0.5948
O3 -0.4190 -1.7415 5.6384  -0.9377
O4 3.0865 -0.5495 1.3154  -0.5538
O5 1.3783 -3.3016 5.0071  -0.9433
N1 -1.5219 0.7439 -2.9557  -0.4543
N2 1.7781 -0.7586 5.0205  -0.8752
N3 -0.1510 -1.0587 -0.9587  -0.6198
C1 -0.2102 -0.6347 2.6721  -0.1618
C2 -6.3793 3.2421 -1.2998  -0.6264
C3 -1.5228 -0.6181 -3.4631  -0.2090
C4 0.2874 -1.7419 -2.0511  0.6922
C5 0.3530 -1.8252 3.0884  -0.3612
C6 0.6938 0.2723 -3.5160  -0.4926
C7 -5.1169 1.5189 -2.6294  -0.2016
C8 0.0137 -1.3692 0.3926  0.1677
C9 -2.6970 2.4513 -1.6779  -0.1676
C10 -0.2832 1.3205 -3.0031  0.6778
C11 3.8793 0.1450 -0.9103  -0.6451
C12 -0.3840 -0.4065 1.3227  -0.2329
C13 -5.1078 2.5927 -1.7510  -0.0201
C14 -0.0548 -1.0550 -3.3760  -0.3102
C15 3.6479 -0.9824 0.0960  -0.0586
C16 -3.9414 0.9142 -3.0354  -0.2298
C17 -3.8788 3.0475 -1.2866  -0.2128
C18 3.9624 0.1784 2.1492  -0.0582
C19 -2.7167 1.3766 -2.5640  0.1150
C20 0.5460 -2.5802 0.8280  -0.2021
C21 0.7202 -2.7982 2.1820  -0.1741
C22 3.0078 -0.8425 4.2643  -0.2395
C23 3.2443 0.4480 3.4675  -0.4246
H1 1.6299 0.3093 -2.9608  0.2455
H2 -6.5772 2.9945 -0.2568  0.2222
H3 4.8847 -0.3986 2.3217  0.1612
H4 -0.4956 0.0954 3.4121  0.2405
H5 2.8792 -1.6663 3.5596  0.2226
H6 -6.0571 1.1463 -3.0096  0.2120
H7 2.9873 0.7638 -0.9814  0.2100
H8 -0.5950 -0.1642 -1.1206  0.4090
H9 0.9162 0.4966 -4.5614  0.2440
H10 1.1501 -3.7159 2.5514  0.2468
H11 -1.7574 2.8307 -1.3125  0.2364
H12 -3.8459 3.8823 -0.6020  0.2125
H13 1.8582 -0.4539 5.9762  0.4089
H14 -7.2225 2.9061 -1.8977  0.2152
H15 0.2046 -1.7611 -4.1662  0.2477
H16 2.9226 -1.6941 -0.3056  0.1951
H17 4.2373 1.1343 1.6811  0.1717
H18 -1.8635 -0.6420 -4.5055  0.2023
H19 3.8666 -1.0714 4.9030  0.1975
H20 -3.9881 0.0895 -3.7291  0.2130
H21 4.5930 -1.5138 0.2830  0.1621
H22 4.7137 0.7759 -0.6141  0.2071
H23 2.2722 0.8828 3.2352  0.2210
H24 3.8166 1.1657 4.0554  0.2062
H25 -6.3036 4.3252 -1.3751  0.2202
H26 -0.8113 0.5252 0.9789  0.2145
H27 0.8360 -3.3286 0.1096  0.2507
H28 4.1010 -0.2812 -1.8850  0.2144
H29 -2.1848 -1.2484 -2.8633  0.2197

M (g/mol): 459.57
ΔE to the lowest compared entry with this formula, charge and spin (kJ/mol): 75.45
Total charge: 0
LUMO (eV): 0.51
SMILES: CCOCCCNS(=O)(=O)c1ccc(NC(=O)[C@@H]2CC(=O)N(c3ccc(C)cc3)C2)cc1
Multiplicity: 1

=====

2.
Molecular formula: C23H29N5O4
Method: DFT, wB97M-V/def2-TZVPD

Each line ends with the natural charge from an NBO analysis.
Geometry (Å):
O1 6.0040 -0.2628 -1.1365  -0.2728
O2 -2.4646 1.8160 1.1482  -0.6520
O3 -0.3815 -0.9716 -1.6409  -0.6782
O4 1.7824 -1.6377 0.7627  -0.6195
N1 5.0604 -1.0561 -1.7028  -0.1804
N2 -6.0141 -0.6071 -1.9702  -0.4153
N3 -2.0879 -1.1301 -0.1830  -0.4219
N4 3.0221 -2.0061 -1.1004  -0.6077
N5 -0.7032 1.5322 -0.2337  -0.6147
C1 6.5199 0.9297 0.9176  -0.6615
C2 -1.8551 -1.4362 2.2423  -0.1877
C3 1.5472 1.7835 0.6963  -0.4280
C4 0.5059 3.6615 -0.4825  -0.4179
C5 0.9354 -3.1906 -0.8704  -0.4857
C6 -2.6715 -1.7125 1.0114  -0.2677
C7 4.4286 -0.5265 0.3919  -0.3813
C8 1.9283 -2.1891 -0.3039  0.7109
C9 -1.9460 1.2721 0.1924  0.6834
C10 -2.6048 0.1615 -0.6554  -0.1571
C11 1.9998 3.5718 -0.8190  -0.4042
C12 -4.1094 0.1466 -0.7263  -0.0874
C13 -0.9535 -1.5908 -0.7527  0.7161
C14 0.1935 2.4544 0.4309  -0.0527
C15 -6.8042 -0.0560 -1.0630  0.0348
C16 -0.4398 -2.9318 -0.2640  -0.5100
C17 4.1144 -1.2198 -0.8065  0.3055
C18 -4.9510 0.7164 0.2231  -0.1652
C19 5.6306 0.0568 0.1145  0.3404
C20 -6.3230 0.6192 0.0464  -0.2554
C21 -1.5366 -2.3482 3.1409  -0.3876
C22 -4.7103 -0.5021 -1.8053  0.0463
C23 2.3671 2.1152 -0.5469  -0.4065
H1 -0.3114 2.7583 1.3511  0.2334
H2 2.2084 3.8696 -1.8453  0.2117
H3 2.0104 2.2314 1.5763  0.2029
H4 7.5089 0.4827 1.0003  0.2365
H5 1.2801 -4.1944 -0.6116  0.2351
H6 -1.5483 -0.4071 2.3624  0.2177
H7 -0.1000 3.5915 -1.3861  0.2113
H8 -7.8659 -0.1641 -1.2419  0.1924
H9 6.0998 1.0680 1.9088  0.2336
H10 -0.3099 0.9708 -0.9798  0.4274
H11 3.0513 -2.4271 -2.0181  0.4178
H12 -0.3503 -2.9057 0.8225  0.2642
H13 -2.8127 -2.7882 0.8710  0.2099
H14 3.8435 -0.4825 1.2832  0.2615
H15 -0.9677 -2.1033 4.0204  0.2070
H16 -2.2253 0.2635 -1.6807  0.2547
H17 0.8920 -3.0984 -1.9558  0.2325
H18 2.5725 4.2207 -0.1545  0.1954
H19 -1.1444 -3.7156 -0.5489  0.2330
H20 -1.8415 -3.3782 3.0401  0.1870
H21 2.0576 1.4814 -1.3797  0.1966
H22 6.6308 1.8987 0.4329  0.2350
H23 -4.1037 -0.9630 -2.5757  0.1900
H24 0.2613 4.6018 0.0084  0.2151
H25 -3.6595 -1.2605 1.1405  0.2418
H26 1.4428 0.7126 0.8649  0.2422
H27 -7.0012 1.0577 0.7620  0.2202
H28 -4.5367 1.2397 1.0706  0.2603
H29 3.4359 1.9778 -0.3929  0.2151

M (g/mol): 439.52
ΔE to the lowest compared entry with this formula, charge and spin (kJ/mol): 231.71
Total charge: 0
LUMO (eV): 0.63
SMILES: C=CCN(C(=O)CCC(=O)Nc1cc(C)on1)[C@H](C(=O)NC1CCCC1)c1cccnc1
Multiplicity: 1

=====

3.
Molecular formula: C23H29N7O3SZr
Method: DFT, wB97M-V/def2-TZVPD

Each line ends with the Löwdin charge.
Geometry (Å):
Zr1 -0.3113 0.5434 -0.4020  1.8374
S1 1.1847 -1.4955 0.0395  0.7873
O1 1.6084 -0.0992 0.3508  -0.3810
O2 0.4596 -1.3074 -1.2620  -0.3886
O3 -2.1500 -0.3590 -0.1275  -0.1936
N1 -0.9563 1.5838 1.3265  0.0671
N2 -2.3615 -2.0661 1.2371  0.0457
N3 -0.6884 -3.7401 1.4723  0.2019
N4 5.4682 -5.2785 -0.8450  0.2330
N5 -2.4630 2.6912 2.9082  -0.1268
N6 -2.8490 -0.9778 0.6921  0.1489
N7 -0.1472 -1.5206 0.9886  -0.0645
C1 -0.0257 0.8789 -2.9666  -0.0315
C2 -1.2294 2.8150 -1.3470  -0.0316
C3 3.5979 -2.5720 0.6833  -0.0262
C4 0.1778 2.8049 -1.4653  -0.2631
C5 -0.9874 -2.4816 1.2258  -0.3096
C6 -1.6865 2.1157 2.0842  -0.1559
C7 3.2219 -4.5832 -1.2624  0.0317
C8 -3.2735 -2.8635 1.9383  0.0589
C9 -3.9149 2.4166 2.8248  0.0365
C10 -2.2886 -0.0568 -3.6136  0.0154
C11 2.2129 -3.7028 -1.0239  -0.0463
C12 2.4129 -2.6812 -0.0707  -0.3241
C13 4.4622 -4.4728 -0.5589  -0.2354
C14 1.0289 3.8681 -0.8101  -0.3629
C15 1.4900 4.8769 -1.8770  -0.0071
C16 -2.0077 3.6315 3.9537  0.0472
C17 2.2239 3.2333 -0.0775  -0.0318
C18 0.7693 1.8176 -2.2922  -0.0470
C19 -1.4283 0.8601 -2.8053  -0.2916
C20 -1.5913 -4.5441 1.9845  0.0498
C21 4.5992 -3.4618 0.4421  0.0337
C22 -2.0141 1.8479 -1.9834  -0.0308
C23 -2.8952 -4.0829 2.3616  0.0626
H1 -1.7422 -0.9248 -3.9766  0.1069
H2 6.3556 -5.2132 -0.3703  0.1501
H3 2.2995 5.4848 -1.4757  0.1085
H4 3.0946 -5.3647 -1.9995  0.1400
H5 -0.9377 3.8056 3.8817  0.1111
H6 1.9253 2.3491 0.4985  0.0505
H7 5.5251 -3.3904 0.9976  0.1419
H8 -4.2703 2.0338 3.7807  0.1177
H9 -3.5859 -4.7219 2.8958  0.1528
H10 3.7245 -1.7941 1.4254  0.1368
H11 -2.5428 4.5730 3.8376  0.1187
H12 3.0185 2.9618 -0.7735  0.1030
H13 -4.2755 -2.4649 2.0421  0.1631
H14 -3.0948 1.9394 -1.9665  0.1606
H15 1.2855 -3.7645 -1.5785  0.1266
H16 1.8250 1.8878 -2.5298  0.1618
H17 5.3884 -5.9910 -1.5539  0.1487
H18 -4.1255 1.6929 2.0401  0.0912
H19 -3.1710 -0.3768 -3.0595  0.1020
H20 -1.7085 3.6677 -0.8791  0.1570
H21 0.4155 4.3988 -0.0781  0.1430
H22 0.4251 0.2195 -3.6992  0.1621
H23 -4.4432 3.3443 2.6062  0.1190
H24 -2.6524 0.4906 -4.4891  0.1316
H25 -1.3082 -5.5870 2.0920  0.1610
H26 1.8437 4.3803 -2.7817  0.0969
H27 2.6473 3.9560 0.6175  0.1099
H28 0.6817 5.5504 -2.1608  0.1014
H29 -2.2456 3.2197 4.9337  0.1186

M (g/mol): 574.82
ΔE to the lowest compared entry with this formula, charge and spin (kJ/mol): 93.27
Total charge: +4
LUMO (eV): -14.64
Multiplicity: 1